DFT (ωB97M-V with the def2-TZVPD basis set) results for a molecular structure, C37H32N2O2OsP2S at a distorted geometry.

The geometry in XYZ format:
```
77
Properties=species:S:1:pos:R:3:forces:R:3
Os -0.23638 -0.85751 -0.80958 -0.41 -0.23 -0.12
O 2.49066 -0.91993 -2.23709 -0.08 0.05 0.34
S 2.04201 -0.60204 -0.88013 0.37 -0.07 -0.49
C 2.80455 -1.60932 0.33773 0.01 0.03 0.05
C 4.15872 -1.89144 0.26309 0.01 -0.02 -0.02
C 4.71610 -2.66268 1.27734 0.05 -0.04 0.05
C 3.92824 -3.13271 2.32210 0.01 -0.03 0.02
C 2.55949 -2.87208 2.35957 0.08 -0.03 0.06
C 1.98581 -2.09903 1.36013 0.07 -0.01 -0.11
P 0.21745 -1.78835 1.29512 0.19 0.04 0.25
C -0.64485 -3.15257 2.02097 -0.13 -0.04 -0.23
C -0.61098 -4.37849 1.34232 0.02 -0.03 -0.02
C -1.17825 -5.49381 1.92883 -0.05 -0.01 -0.01
C -1.77864 -5.38596 3.18202 0.00 -0.01 -0.04
C -1.80323 -4.17057 3.85507 -0.03 -0.02 0.05
C -1.24860 -3.04028 3.27742 0.06 -0.03 -0.02
C -0.18278 -0.24608 2.09766 -0.02 0.12 -0.10
C 0.80549 0.57755 2.65841 0.00 -0.05 0.04
C 0.42537 1.70661 3.35964 -0.06 0.08 0.01
C -0.92709 2.02760 3.48662 0.04 -0.04 -0.02
C -1.91017 1.22948 2.90320 0.00 0.08 0.04
C -1.54576 0.10150 2.19438 0.07 0.02 -0.02
C 2.43499 1.08158 -0.47701 -0.13 -0.02 0.08
C 3.61423 1.44753 0.15008 0.03 0.02 -0.07
C 3.89474 2.80318 0.28593 0.03 0.04 0.01
C 3.01524 3.75974 -0.20901 0.01 0.00 0.01
C 1.83342 3.37758 -0.83796 -0.01 0.05 0.03
C 1.51792 2.02682 -0.95141 0.21 -0.02 -0.19
P 0.01584 1.42645 -1.74873 -0.56 0.08 0.66
C -1.43065 2.06277 -0.88581 -0.05 0.43 -0.19
C -1.36820 3.09899 0.05327 0.06 -0.06 -0.10
C -2.54185 3.64035 0.55061 -0.04 0.01 0.02
C -3.77444 3.13870 0.14519 -0.03 0.02 0.03
C -3.84396 2.09939 -0.77524 0.06 -0.12 0.01
C -2.67512 1.55924 -1.29524 -0.01 0.08 0.05
C 0.06134 2.27559 -3.38725 1.01 -0.51 -0.18
C -1.00465 2.91159 -3.92364 -0.26 0.54 -0.53
C -0.83836 3.67341 -5.15335 0.26 -0.14 0.07
C 0.40119 3.71277 -5.85614 -0.77 0.15 0.17
C 1.46916 3.06419 -5.32556 0.18 -0.50 0.48
C 1.30556 2.31043 -4.11635 -0.21 0.02 -0.09
H 4.75994 -1.55233 -0.57367 -0.03 -0.01 0.04
H 5.77077 -2.90649 1.24173 -0.04 -0.01 0.01
H 4.37746 -3.73288 3.10468 -0.02 0.02 -0.05
H 1.94738 -3.28632 3.15295 0.03 0.01 -0.03
H -0.12714 -4.46347 0.37301 0.00 -0.01 0.06
H -1.15114 -6.44797 1.41885 0.00 0.01 0.02
H -2.22923 -6.25819 3.63763 0.04 -0.01 0.01
H -2.24529 -4.10502 4.84049 -0.03 0.00 -0.03
H -1.26316 -2.10176 3.81450 0.01 0.04 0.00
H 1.85494 0.30827 2.59168 -0.08 -0.02 0.02
H 1.17628 2.32305 3.83897 -0.04 -0.01 -0.03
H -1.21484 2.90601 4.05195 0.00 -0.05 0.02
H -2.95707 1.47942 3.02598 0.06 0.00 -0.03
H -2.30603 -0.52893 1.74515 0.00 -0.04 0.07
H 4.31895 0.70660 0.50503 -0.04 0.03 0.04
H 4.81561 3.11123 0.76692 -0.05 0.00 -0.02
H 3.25191 4.81164 -0.10564 0.00 -0.03 -0.01
H 1.15842 4.13754 -1.22087 0.07 -0.05 0.03
H -0.41366 3.47524 0.40123 -0.08 0.03 -0.05
H -2.49913 4.47373 1.24103 0.00 -0.08 0.05
H -4.68584 3.56024 0.55199 0.03 0.02 -0.07
H -4.80568 1.71762 -1.09526 0.03 0.03 0.02
H -2.73266 0.76573 -2.03519 -0.02 0.00 0.02
H -1.97512 2.88826 -3.44348 -0.04 0.12 -0.06
H -1.67440 4.25800 -5.52410 -0.02 -0.09 0.01
H 0.48454 4.25822 -6.78731 -0.07 0.08 0.03
H 2.43213 3.08980 -5.82107 0.03 -0.08 0.09
H 2.14176 1.70903 -3.76761 0.00 0.10 0.02
N -1.86349 -3.70850 -2.20531 0.00 0.19 0.03
C -2.58442 -2.79917 -1.55131 -0.11 -0.18 -0.02
N -3.86587 -3.01311 -1.31781 -0.05 0.05 0.02
O -2.07242 -1.69812 -1.10992 0.45 0.12 -0.21
H -2.29085 -4.53665 -2.59313 -0.01 -0.02 0.01
H -0.93296 -3.49585 -2.51954 0.07 0.01 -0.03
H -4.35708 -3.81621 -1.67906 -0.01 -0.05 0.00
H -4.39616 -2.33888 -0.79072 -0.01 0.02 0.02
```
Forces are in eV/Å.

## Properties
E ... -77802.927 eV
Frontier orbital gap (alpha / beta) ... 7.52 / 4.49 eV
Spin multiplicity ... 5
Total charge ... +4
Expectation value of S² ... 6.04

Results of the Löwdin charge analysis, in e, for atoms 1 through 5: Os 1.0973; O -0.3647; S 0.7444; C -0.3791; C -0.0289